Molecular formula: C78H62F12O4Pd
Method: DFT, ωB97M-V/def2-TZVPD

The geometry in XYZ format:
```
157
C78H62F12O4Pd ωB97M-V/def2-TZVPD
C -4.2627 0.3903 -4.1305
C 1.9567 1.0994 -5.6546
Pd 0.8247 -1.5375 -3.5090
F -2.4147 4.4249 3.7118
C -2.6824 -4.7554 -2.4406
H 3.0352 0.4300 -0.7097
O -2.8593 -0.2632 1.5689
C -0.1328 0.3717 -1.6292
H -2.9998 -4.0677 -0.4614
H 0.9102 3.8355 7.2111
C 0.7117 2.1496 3.7403
C 6.1283 -0.8529 -0.1329
C -0.4743 5.9952 -4.7686
H -4.6026 -7.3116 2.0263
H -4.1167 -0.0377 -5.1113
H 0.7137 1.6684 2.7734
C -1.9469 -5.2774 2.2503
H -0.5455 6.8468 -1.5758
H 3.6558 -7.7398 -1.9629
C 2.1731 -3.5079 1.9401
C -1.4593 5.8916 2.1343
H -2.5692 -5.1347 -4.5879
C -4.0256 1.7332 -3.7878
H 5.0365 0.8452 0.7029
H 3.3117 4.7923 2.4438
C 2.4672 3.5594 -6.9127
H -1.0167 4.4328 -1.2679
C -0.8003 4.7820 -2.2667
F 2.7573 -1.5145 -2.3346
H 7.0350 -0.8091 0.4522
H -0.0084 2.4264 -0.9424
H 4.7344 -1.5554 2.8748
C -2.6276 -4.0521 2.3117
C -1.2837 -3.2591 5.7974
C -3.2575 -1.9607 5.8250
C 2.8109 -7.1110 -1.7239
H -4.3297 -1.9208 5.9484
H -4.5470 -3.0954 2.3113
C 2.8149 -0.8484 2.2479
C 4.1210 3.5124 -1.1108
F 6.0190 4.7096 1.8275
C 0.8274 3.4155 6.2196
H -1.3145 5.9773 5.4446
H -1.6391 -4.5415 -2.2616
H 1.5383 3.7516 1.0325
H -0.2868 7.8167 -3.6481
H 4.3238 3.1513 -2.1082
H 6.8222 -2.6589 -0.9631
C -1.3772 -1.2677 4.4911
C 3.5777 4.5024 1.4380
C 2.8770 3.4336 -0.6084
H -0.9407 -0.6174 3.7475
C 3.8263 -1.2583 -1.6020
C -2.5953 -1.0338 4.9720
C -4.6085 -0.5504 -3.2711
C 1.0109 -5.1742 -0.8588
H -0.3431 6.4380 -5.7449
O -0.2484 -2.0460 -1.8391
C 5.9947 -1.9650 -0.9751
C -5.3897 -4.9811 -2.7033
F -0.5390 3.8020 -5.7274
H -1.7987 5.1962 1.3809
H 0.3158 -2.6189 4.5768
H -3.8774 3.0463 -2.0994
H 1.3401 -8.5796 -1.1203
C 0.0271 7.6329 2.9117
H 1.9872 -4.5619 1.7951
F -0.5104 -6.9400 -0.2509
C -1.7200 5.5364 3.4278
C -0.3902 2.9931 5.7263
H 2.0753 0.1779 -7.5303
F -3.2175 0.0638 4.5923
C -4.0677 -6.3770 2.1089
H -2.2448 -7.4330 2.1298
H 0.6470 8.4840 2.6713
H 6.1739 3.9650 -0.6554
C 4.8842 4.4248 0.9720
H 2.6286 4.4360 -7.5226
C 3.4385 -3.1685 2.3044
C -0.4534 6.7500 -3.6184
C -4.7440 -5.2325 2.0974
H -1.3001 3.1471 6.2872
H -4.6950 -1.5377 -3.7002
H -3.0789 -3.8179 6.8905
C -1.6427 -1.2050 -0.1398
C 2.3581 2.3647 -7.6704
C 1.1944 -2.5217 1.8019
F -6.0812 -5.1682 2.0118
C -0.4651 1.4796 -0.6947
C 0.6725 -6.5322 -0.7603
H 2.1039 2.9537 -1.1901
H -4.8629 -5.7809 -4.6952
C -0.6897 -2.3785 4.8893
H 0.7305 -0.4023 1.7844
H -6.4504 -5.1762 -2.7602
C -2.7003 -6.4559 2.1948
H 2.3809 -3.6490 -1.4645
H 4.1605 -3.9309 2.5569
H -4.8331 -1.0182 -1.1838
H 4.1165 -5.3913 -2.1094
O -1.3211 2.2583 1.1790
C 3.1434 -5.7406 -1.7971
C 2.0820 2.2862 -4.8958
C 1.4910 -1.1591 1.9081
H -2.0992 -2.1581 0.0827
C -0.6499 4.5890 -4.6420
C -4.1833 2.0706 -2.4472
H -0.8343 -4.1693 6.1662
C -3.2104 -5.0131 -3.7274
C -4.6420 -0.2473 -1.9156
C 2.0843 1.1395 -7.0386
C -3.9970 -4.0186 2.2039
H -0.2475 7.1656 0.8681
C 4.8559 -2.1535 -1.7642
C -3.4362 -4.4754 -1.3613
C 1.9783 3.2758 5.4591
C 3.7701 -1.8407 2.4807
H -0.0451 8.0208 5.0647
C -0.6935 -1.0611 -1.2362
H 2.8090 2.4089 3.7445
C 5.1645 3.9609 -0.2713
C -1.1570 6.3216 4.4332
C -0.8312 4.0134 -3.4100
C 2.3962 3.5207 -5.5313
H -0.8775 -5.2416 2.3969
H -2.1116 -3.1036 2.3288
H 4.6125 -2.9635 -2.4357
C -1.8940 -0.1277 0.6391
F -4.4206 1.3854 -0.1853
C -0.5775 6.1505 -2.4008
C -4.4507 1.0626 -1.4861
H 2.0302 2.1167 -3.8304
F -1.6112 1.7618 4.1112
F 3.1390 0.4611 2.4673
C -2.6165 -3.1189 6.2093
C -4.5696 -5.3025 -3.7724
F 1.6606 -0.0766 -5.0706
C 1.8953 2.6033 4.2864
H -1.1697 2.9946 -3.2916
H 0.1791 -2.8388 1.6152
H -3.8078 2.4793 -4.5377
H 0.2629 -4.4687 -0.5284
C -0.4083 2.3010 4.5221
F -5.6480 -4.4594 -0.4408
H 2.5588 4.4106 -4.9414
C 5.0678 0.0331 -0.0084
C 1.5592 -7.5258 -1.2091
H 2.3965 2.2959 -8.7475
C -0.3466 7.4147 4.2232
H 2.9207 3.5460 5.9123
C 2.5450 3.8989 0.6700
C -4.8177 -4.6005 -1.4669
O 0.5065 0.3901 -2.6745
C -0.5752 6.8987 1.8620
C -1.2304 1.2464 0.3770
C 3.9406 -0.1512 -0.8032
C 2.2489 -4.7190 -1.4012
```

The maximum force comes out at 7.30 eV Å⁻¹. The HOMO energy (spin up / spin down) is -8.606 / -8.275 eV. The frontier orbital gap (spin up / spin down) comes out at 7.29 / 5.19 eV. Its expectation value of S² is 2.101. The multiplicity is 3.